(1)
{
  "formula": "H30O19S",
  "method": "the ωB97M-V functional and the def2-TZVPD basis",
  "species": ["S", "O", "O", "O", "O", "O", "H", "H", "O", "H", "H", "O", "H", "H", "O", "H", "H", "O", "H", "H", "O", "H", "H", "O", "H", "H", "O", "H", "H", "O", "H", "H", "O", "H", "H", "O", "H", "H", "O", "H", "H", "O", "H", "H", "O", "H", "H", "O", "H", "H"],
  "coordinates": [[36.122, 12.450, 27.643], [36.360, 12.112, 26.280], [34.770, 12.291, 28.067], [37.001, 11.554, 28.421], [36.504, 13.823, 27.900], [36.492, 9.945, 24.820], [36.228, 10.771, 25.236], [36.212, 9.146, 25.497], [38.096, 12.991, 24.862], [38.621, 12.146, 24.631], [37.251, 12.759, 25.326], [39.601, 12.820, 29.969], [38.882, 12.544, 30.538], [39.641, 12.170, 29.232], [38.961, 14.593, 27.083], [38.720, 14.168, 26.087], [38.250, 14.330, 27.657], [37.324, 11.522, 31.074], [37.197, 11.519, 30.042], [36.468, 11.661, 31.297], [33.068, 11.249, 29.672], [33.681, 11.645, 29.095], [33.450, 11.446, 30.556], [36.804, 15.019, 30.325], [37.095, 14.521, 29.531], [36.022, 15.572, 30.014], [39.499, 11.404, 27.635], [38.516, 11.624, 27.814], [39.567, 11.820, 26.806], [36.772, 9.206, 29.010], [37.006, 10.102, 28.860], [36.955, 9.002, 29.829], [39.090, 10.060, 25.194], [38.088, 9.934, 25.210], [39.225, 10.270, 26.153], [33.214, 14.082, 25.792], [33.886, 14.792, 26.118], [33.409, 13.242, 26.107], [35.242, 15.808, 26.897], [35.764, 15.326, 27.447], [35.981, 16.207, 26.491], [33.033, 14.062, 28.928], [33.800, 13.561, 28.577], [32.919, 13.591, 29.734], [35.016, 13.024, 24.013], [35.400, 12.460, 24.704], [34.457, 13.576, 24.535], [33.228, 11.517, 26.267], [32.376, 11.221, 26.740], [33.856, 11.681, 26.932]],
  "lumo_ev": 4.75,
  "total_charge": -2,
  "gap_ha": 0.3410
}

(2)
{
  "formula": "H30O19S",
  "method": "the ωB97M-V functional and the def2-TZVPD basis",
  "species": ["S", "O", "O", "O", "O", "O", "H", "H", "O", "H", "H", "O", "H", "H", "O", "H", "H", "O", "H", "H", "O", "H", "H", "O", "H", "H", "O", "H", "H", "O", "H", "H", "O", "H", "H", "O", "H", "H", "O", "H", "H", "O", "H", "H", "O", "H", "H", "O", "H", "H"],
  "coordinates": [[35.015, 4.034, 39.545], [34.103, 3.559, 40.554], [34.380, 5.110, 38.735], [36.271, 4.585, 40.125], [35.305, 2.981, 38.590], [33.582, 2.103, 36.746], [33.757, 2.383, 35.909], [34.252, 2.514, 37.330], [34.507, 5.470, 36.287], [34.607, 5.212, 37.187], [35.022, 6.248, 36.361], [33.100, 1.251, 40.633], [32.176, 1.303, 40.124], [33.443, 2.170, 40.465], [35.618, 6.060, 41.475], [35.791, 6.883, 41.293], [35.957, 5.419, 40.865], [37.567, 7.568, 38.727], [37.881, 6.868, 39.138], [37.439, 8.025, 39.589], [33.727, 7.010, 39.146], [34.099, 6.073, 39.026], [33.195, 7.077, 38.429], [38.396, 5.787, 39.110], [37.574, 5.265, 39.265], [38.559, 5.573, 38.239], [31.978, 7.121, 36.917], [32.316, 7.793, 36.250], [32.675, 6.357, 36.872], [31.608, 4.111, 41.242], [31.598, 3.761, 42.063], [32.520, 3.837, 41.108], [35.692, 0.602, 39.461], [35.654, 1.567, 39.144], [34.749, 0.754, 39.814], [31.919, 4.850, 37.854], [32.694, 4.936, 38.315], [31.941, 4.485, 36.988], [37.388, 4.253, 42.235], [36.615, 4.315, 42.900], [37.164, 4.357, 41.325], [38.509, 7.012, 42.177], [39.260, 6.576, 42.624], [38.265, 6.196, 41.461], [34.144, 3.782, 43.209], [33.979, 4.699, 43.468], [34.165, 3.659, 42.235], [37.686, 3.042, 37.465], [36.896, 2.685, 37.919], [38.388, 2.842, 38.039]],
  "lumo_ev": 4.99,
  "total_charge": -2,
  "gap_ha": 0.3005
}

Which of them is most stable? Easy: (1).

(1)
{
  "formula": "H3OP",
  "method": "the ωB97M-V functional and the def2-TZVPD basis",
  "species": ["O", "P", "H", "H", "H"],
  "coordinates": [[-3.201, 0.330, 0.834], [-2.239, 0.025, -0.214], [-0.675, -1.306, -2.574], [-3.214, -0.367, -1.171], [-0.220, -1.815, -2.903]],
  "lumo_ev": -0.98,
  "gap_ha": 0.3242
}

(2)
{
  "formula": "H3OP",
  "method": "the ωB97M-V functional and the def2-TZVPD basis",
  "species": ["O", "P", "H", "H", "H"],
  "coordinates": [[0.709, -0.455, -0.183], [-0.452, -0.058, 0.843], [0.951, -1.349, -0.516], [0.361, 0.890, 1.571], [-1.569, 0.971, -1.715]],
  "lumo_ev": [-0.45, -0.26],
  "gap_ha": [0.3436, 0.2830]
}

Which of them is most stable? Easy: (1).

(1)
{
  "formula": "CH4N2O2S",
  "method": "the ωB97M-V functional and the def2-TZVPD basis",
  "species": ["C", "N", "N", "O", "O", "S", "H", "H", "H", "H"],
  "coordinates": [[1.074, -0.133, 0.077], [1.105, -1.464, -0.104], [-0.753, 0.528, -0.655], [1.827, 0.753, 0.386], [-0.999, 1.885, -0.265], [-1.718, -0.473, 0.299], [0.324, -2.054, -0.335], [1.874, -1.881, 0.467], [-0.288, 2.302, -0.837], [-2.445, 0.536, 0.966]],
  "lumo_ev": [0.42, 0.42],
  "gap_ha": [0.2921, 0.2921]
}

(2)
{
  "formula": "CH4N2O2S",
  "method": "the ωB97M-V functional and the def2-TZVPD basis",
  "species": ["C", "H", "H", "H", "H", "N", "N", "O", "O", "S"],
  "coordinates": [[0.689, -0.024, -0.266], [-1.179, 2.168, -0.136], [1.187, 1.918, 0.518], [-1.215, -0.474, 0.318], [0.132, -2.894, 0.432], [0.441, 1.370, 0.030], [-0.492, -0.775, -0.273], [-0.791, 1.623, 0.569], [1.740, -0.514, -0.549], [-0.512, -2.399, -0.643]],
  "lumo_ev": 0.57,
  "gap_ha": 0.3718
}

(3)
{
  "formula": "CH4N2O2S",
  "method": "the ωB97M-V functional and the def2-TZVPD basis",
  "species": ["C", "N", "N", "O", "O", "S", "H", "H", "H", "H"],
  "coordinates": [[-0.450, 1.289, -0.680], [0.462, -1.327, 1.895], [0.809, -0.955, 0.802], [0.310, -1.405, -1.633], [-1.275, 0.158, -0.552], [-0.522, -1.297, -0.495], [-0.983, 2.119, -1.113], [0.560, 1.006, -1.333], [0.016, 1.649, 0.388], [1.072, -1.236, 2.721]],
  "lumo_ev": 0.23,
  "gap_ha": 0.3349
}

(4)
{
  "formula": "CH4N2O2S",
  "method": "the ωB97M-V functional and the def2-TZVPD basis",
  "species": ["C", "N", "N", "O", "O", "S", "H", "H", "H", "H"],
  "coordinates": [[0.654, 0.507, -0.342], [-1.465, -0.919, 0.885], [-0.917, -0.612, -0.548], [-3.542, -0.257, -0.501], [-2.105, 1.440, 0.481], [-2.246, 0.108, -0.008], [1.214, -0.232, 0.259], [0.949, 0.329, -1.310], [-0.029, 1.307, 0.103], [-1.651, -1.827, 1.151]],
  "lumo_ev": 0.16,
  "gap_ha": 0.3785
}

Which of them is most stable? Easy: (2).

(1)
{
  "formula": "C4H13N2O",
  "method": "the ωB97M-V functional and the def2-TZVPD basis",
  "species": ["C", "C", "N", "H", "H", "H", "H", "H", "H", "H", "C", "O", "C", "N", "H", "H", "H", "H", "H", "H"],
  "coordinates": [[2.110, 0.743, 0.337], [2.244, -0.695, -0.147], [2.424, -0.713, -1.600], [1.319, 1.258, -0.215], [1.881, 0.855, 1.392], [3.025, 1.292, 0.083], [3.135, -1.174, 0.276], [1.383, -1.291, 0.175], [2.506, -1.655, -1.964], [1.626, -0.320, -2.086], [-1.041, 0.576, 0.137], [-0.578, 1.818, 0.408], [-2.547, 0.503, 0.515], [-3.044, -0.897, 0.318], [-0.989, 0.290, -0.942], [-0.591, -0.290, 0.707], [-2.670, 0.868, 1.537], [-3.182, 1.113, -0.135], [-2.996, -1.455, 1.154], [-4.016, -0.828, 0.050]],
  "lumo_ev": 4.14,
  "total_charge": -1,
  "gap_ha": 0.2368
}

(2)
{
  "formula": "C4H13N2O",
  "method": "the ωB97M-V functional and the def2-TZVPD basis",
  "species": ["N", "C", "O", "H", "H", "H", "H", "C", "C", "C", "N", "H", "H", "H", "H", "H", "H", "H", "H", "H"],
  "coordinates": [[-0.916, 0.410, -3.611], [-1.318, 0.473, -2.167], [-0.339, 0.209, -1.296], [-0.633, -0.556, -3.767], [-0.034, 0.917, -3.638], [-1.752, 1.486, -2.052], [-2.184, -0.227, -2.099], [1.833, -0.404, 1.138], [0.450, -0.482, 1.795], [-0.127, 0.914, 1.948], [-0.488, -1.285, 1.036], [2.524, 0.239, 1.691], [2.303, -1.386, 1.070], [1.721, 0.002, 0.130], [0.568, -0.926, 2.793], [-1.091, 0.872, 2.461], [0.551, 1.573, 2.501], [-0.280, 1.334, 0.953], [-0.245, -2.263, 1.042], [-0.542, -0.899, 0.071]],
  "lumo_ev": 4.17,
  "total_charge": -1,
  "gap_ha": 0.2667
}

Which of them is most stable? Easy: (2).